No. 1
Molecular formula: C17H17BrN2O4S
Method: DFT, ωB97M-V/def2-TZVPD

Structure (ORCA input):
```
! RIJCOSX wB97M-V def2-TZVPD def2/J DEFGRID3
* xyz 0 1
C 0.4612 4.4751 4.3328
H 1.1775 5.0488 4.9189
O 0.9800 3.1697 4.2704
C 0.2629 2.2150 3.6120
C 0.8099 0.9300 3.6146
C 0.1624 -0.1159 2.9943
C -1.0473 0.1018 2.3378
C -1.5860 1.3809 2.3222
C -0.9448 2.4308 2.9591
H -1.3986 3.4090 2.9333
H -2.5213 1.5541 1.8105
N -1.7287 -0.9624 1.7275
S -0.9344 -1.9427 0.6515
O 0.1899 -2.5437 1.3011
O -1.9021 -2.8137 0.0537
C -0.2290 -0.9026 -0.6447
C -0.7956 -0.7844 -1.8991
C -0.0411 -0.3111 -2.9814
C 1.2315 0.1712 -2.7922
C 1.7532 0.1411 -1.4998
C 1.0577 -0.4238 -0.4469
H 1.5056 -0.5352 0.5272
Br 3.4920 0.8264 -1.1994
H 1.8203 0.5498 -3.6133
C -0.8498 -0.4593 -4.2378
H -0.2849 -0.9351 -5.0376
H -1.1848 0.5184 -4.5927
C -2.0354 -1.3274 -3.7703
N -2.0649 -1.1639 -2.3205
C -3.1868 -1.0263 -1.5520
O -3.1635 -0.4063 -0.5072
C -4.4348 -1.6469 -2.1165
H -4.2197 -2.6347 -2.5130
H -5.1691 -1.7240 -1.3198
H -4.8486 -1.0221 -2.9072
H -2.9780 -1.0137 -4.2168
H -1.8616 -2.3812 -4.0133
H -2.6135 -0.6903 1.3151
H 0.5806 -1.1090 3.0055
H 1.7474 0.7755 4.1245
H -0.5135 4.4975 4.8313
H 0.3705 4.9216 3.3370
*
```

Output
E (Eh): -4040.68948
Gap between HOMO and LUMO (eV): 8.49
Largest force on an atom (Eh/bohr): 0.021
Structure (SMILES): COc1ccc(NS(=O)(=O)c2cc(Br)cc3c2N(C(C)=O)CC3)cc1

No. 2
Molecular formula: C17H17CaN6S2
Method: DFT, ωB97M-V/def2-TZVPD

Structure (ORCA input):
```
! RIJCOSX wB97M-V def2-TZVPD def2/J DEFGRID3
* xyz 1 1
Ca 0.0298 0.0019 -0.0032
C -3.3426 -0.9308 -1.7497
C -2.3538 -2.0039 -1.4638
N -1.1945 -1.8309 -0.8742
C -0.4952 -3.0181 -0.7499
C -1.1405 -4.1009 -1.2571
S -2.6532 -3.6431 -1.9016
C 0.8195 -3.0266 -0.1139
C 1.6000 -4.1257 0.0720
S 3.0518 -3.6989 0.8560
C 2.5524 -2.0568 0.9024
N 1.3729 -1.8529 0.3630
C 3.4180 -1.0066 1.5106
H -2.9675 0.0205 -1.3922
H -4.2987 -1.1336 -1.2659
H -3.5381 -0.8534 -2.8198
H -0.8093 -5.1260 -1.2831
H 1.3887 -5.1434 -0.2115
H 4.3429 -1.4417 1.8833
H 2.9029 -0.5237 2.3400
H 3.6656 -0.2444 0.7729
C 4.0899 2.9817 2.6019
C 2.7956 3.5226 1.9699
C 1.9287 4.2210 3.0315
C 3.1207 4.4879 0.8170
C 2.0471 2.3953 1.4297
N 1.4499 1.5125 1.0012
H 4.6506 3.8222 3.0086
H 4.7143 2.4801 1.8619
H 3.8749 2.2883 3.4156
H 2.4879 5.0630 3.4371
H 1.6832 3.5431 3.8489
H 1.0030 4.5973 2.5973
H 3.6811 5.3313 1.2182
H 2.2108 4.8668 0.3526
H 3.7281 4.0015 0.0537
N -1.2466 1.6351 -0.3380
C -2.1093 2.2771 -0.8102
C -3.1181 2.9701 -1.3955
C -4.4592 2.5284 -1.2517
N -5.5475 2.1635 -1.1536
C -2.8243 4.0982 -2.2080
N -2.5855 5.0075 -2.8729
*
```

Output
E (Eh): -2460.40079
Gap between HOMO and LUMO (eV): 7.31
Largest force on an atom (Eh/bohr): 0.044

No. 3
Molecular formula: C17H17Cl2NO4S2
Method: DFT, ωB97M-V/def2-TZVPD

Structure (ORCA input):
```
! RIJCOSX wB97M-V def2-TZVPD def2/J DEFGRID3
* xyz 0 1
O -0.3186 0.3356 -1.6215
S 0.5593 1.2347 -0.9205
O 0.7423 2.5617 -1.4218
N 0.0965 1.3686 0.6834
H -0.1664 2.3173 0.9046
C -0.7975 0.3644 1.2103
C -2.1796 0.9047 1.5697
H -2.8765 0.0885 1.7612
H -2.1198 1.5382 2.4554
S -2.8938 1.9958 0.2990
C -3.3588 0.8112 -1.0216
C -4.4094 -0.1330 -0.5502
C -4.1481 -1.4802 -0.2955
C -5.1249 -2.3381 0.1866
C -6.3991 -1.8590 0.4266
C -6.6991 -0.5324 0.1750
C -5.7125 0.3119 -0.3066
Cl -6.1195 1.9588 -0.6166
H -7.6908 -0.1467 0.3479
H -7.1612 -2.5218 0.8052
H -4.8794 -3.3721 0.3680
Cl -2.5791 -2.1413 -0.6140
H -2.4514 0.3153 -1.3600
H -3.7367 1.4534 -1.8171
H -0.8800 -0.4102 0.4458
H -0.3499 -0.0823 2.1077
C 2.1408 0.4357 -0.7253
C 3.2174 1.2016 -0.3333
C 4.4520 0.5978 -0.1321
C 4.5875 -0.7810 -0.3567
C 3.4805 -1.5360 -0.7310
C 2.2522 -0.9291 -0.9090
H 1.3851 -1.4918 -1.2126
H 3.6149 -2.5945 -0.8843
O 5.7885 -1.4184 -0.2268
C 6.8935 -0.5405 -0.1715
C 6.5930 0.6213 0.7729
H 7.4351 1.3114 0.8364
O 5.4981 1.3696 0.2883
H 6.3626 0.2259 1.7714
H 7.7402 -1.1319 0.1791
H 7.1066 -0.1465 -1.1741
H 3.1059 2.2633 -0.1927
*
```

Output
E (Eh): -2730.47092
Gap between HOMO and LUMO (eV): 9.26
Largest force on an atom (Eh/bohr): 0.016
Structure (SMILES): O=S(=O)(NCCSCc1c(Cl)cccc1Cl)c1ccc2c(c1)OCCO2